1.
40
Properties=species:S:1:pos:R:3 method="wB97M-V/def2-TZVPD" homo_energy_ha=-0.328 e_above_lowest_ev=3.823 homo_lumo_gap_ev=9.791 smiles="C/C=C/[C@H]1C(=O)N(/C=C/C)C(=O)C1(/C=C/C)/C=C/C"
C 0.18909 3.86183 -2.22897
C -0.01124 2.36190 -2.15920
C 0.26848 1.63883 -0.99784
C 0.22475 0.13204 -0.98747
C 1.49642 -0.55096 -0.45406
O 2.59908 -0.14021 -0.82827
N 1.22683 -1.72754 0.20708
C 2.08724 -2.60725 0.87994
C 3.39847 -2.30197 1.19016
C 4.32649 -3.20918 1.95466
C -0.15009 -1.82646 0.26737
O -0.68296 -2.81710 0.74842
C -0.90653 -0.52292 -0.16930
C -1.26131 0.20352 1.16415
C -0.36361 0.41102 2.20171
C -0.76368 1.18122 3.42947
C -2.15431 -0.70001 -1.09823
C -2.90418 0.34144 -1.57497
C -4.19089 0.16476 -2.33698
H -0.74323 4.31131 -2.55673
H 0.93353 4.08318 -3.03802
H 0.52285 4.29398 -1.28632
H -0.32163 1.84824 -3.09863
H 0.60097 2.14708 -0.08659
H 0.12206 -0.21554 -2.02059
H 1.66930 -3.56575 1.19032
H 3.79204 -1.30089 0.94463
H 3.81403 -4.14548 2.19514
H 4.64998 -2.76553 2.89803
H 5.22294 -3.43718 1.35352
H -2.26927 0.66240 1.21468
H 0.68378 0.02012 2.13752
H 0.12183 1.71693 3.81935
H -1.45961 1.99940 3.16284
H -1.17198 0.53888 4.22480
H -2.41428 -1.75477 -1.27239
H -2.61256 1.34328 -1.35688
H -4.41657 -0.92133 -2.45164
H -4.09302 0.56366 -3.33753
H -5.05913 0.68504 -1.84311

=====

2.
45
Properties=species:S:1:pos:R:3 method="wB97M-V/def2-TZVPD" spin_multiplicity=3 homo_energy_ha="-0.159 / -0.174" charge=-1 e_above_lowest_ev=0.000 homo_lumo_gap_ev="7.078 / 6.595"
Au -0.09991 -0.34774 -0.69863
Cl -4.87300 5.20044 -1.26266
C -3.68292 4.00877 -0.78669
C -3.90133 3.22700 0.35053
C -2.97148 2.29068 0.72862
C -1.77443 2.08361 -0.00360
O -0.92275 1.20713 0.43289
C -1.56793 2.90121 -1.14829
C -0.35487 2.88026 -1.96441
O 0.63919 2.20363 -1.80921
C -2.53698 3.84581 -1.51870
H -4.80941 3.35762 0.92523
H -3.12643 1.66903 1.60252
H -0.39052 3.60733 -2.80645
H -2.36039 4.45957 -2.39455
C 1.99814 -3.37392 -4.61203
C 2.01692 -3.70459 -3.11457
C 3.47129 -3.85250 -2.64674
C 1.27227 -5.02568 -2.87638
C 1.36030 -2.62763 -2.35788
C 0.81818 -1.73977 -1.73893
H 2.48391 -4.17088 -5.18193
H 2.52224 -2.43683 -4.80274
H 0.97269 -3.26588 -4.96651
H 3.96867 -4.65428 -3.19985
H 3.50550 -4.08669 -1.58241
H 4.01918 -2.92322 -2.80619
H 1.75044 -5.83744 -3.43196
H 0.23474 -4.94200 -3.20093
H 1.27394 -5.27672 -1.81538
C 0.90039 -0.03387 3.12615
As -0.38052 0.97346 4.14853
C 0.47812 1.19859 5.87103
C -0.33943 2.73922 3.36410
S -2.28529 0.17090 4.32360
H 1.89843 0.37722 3.28261
H 0.61239 0.04969 2.08118
H 0.86207 -1.07990 3.42129
H 1.45299 1.66795 5.74609
H 0.59138 0.21462 6.32333
H -0.16046 1.81014 6.50630
H 0.57890 3.26105 3.63612
H -1.20799 3.29443 3.71218
H -0.39320 2.60793 2.28602
Se -1.54305 -1.92770 0.85929

=====

3.
63
Properties=species:S:1:pos:R:3 method="wB97M-V/def2-TZVPD" homo_energy_ha=-0.356 homo_lumo_gap_ev=9.627
C -2.96304 -2.38553 2.87145
C -2.94061 -1.55132 1.53363
O -3.79999 -0.73514 1.31857
N -1.81089 -1.82123 0.65778
C -2.10979 -1.49492 -0.76017
B -0.68342 -1.01324 1.19117
O -0.99652 0.27304 1.73062
B -0.32669 1.16053 0.83266
C -1.10633 2.16844 -0.12925
C -0.75204 3.70182 0.11271
C -1.69125 4.53526 -0.88261
O 0.60776 3.96056 -0.26809
O 1.09778 1.03596 0.83062
B 1.46760 -0.32688 0.69575
C 2.90970 -0.57117 0.00151
C 2.86528 -0.91870 -1.39821
C 4.17483 -1.10348 -2.07026
C 5.29790 -0.88617 -1.15855
C 5.18613 -0.57330 0.24909
N 3.97293 -0.41443 0.83306
O 0.66956 -1.40316 1.16080
H -2.51425 -1.72194 3.65590
H -2.26747 -3.26311 2.77914
H -3.99689 -2.67509 3.15890
H -3.19414 -1.37810 -0.98482
H -1.75322 -2.36949 -1.37631
H -1.57335 -0.59681 -1.16270
H -0.87606 1.96383 -1.21600
H -2.21113 2.02429 0.04015
H -0.97774 4.03185 1.15275
H -2.16630 3.82761 -1.61228
H -1.09078 5.26716 -1.47148
H -2.52430 5.04103 -0.33297
H 0.74884 3.44091 -1.07966
H 1.91560 -1.02311 -1.97005
H 4.28235 -1.36723 -3.13517
H 6.32800 -0.98904 -1.57868
H 6.08792 -0.42711 0.88842
C -2.77488 1.36484 -4.21432
Cl -3.70534 1.90383 -2.81294
Cl -1.15016 0.87843 -3.71392
Cl -3.59279 0.03793 -5.04939
H -2.68319 2.19649 -4.90535
C 3.08184 2.28440 3.21584
Cl 4.52860 2.76719 4.11360
Cl 1.67518 2.23004 4.28983
Cl 2.78828 3.37805 1.86676
H 3.24551 1.28664 2.81622
C 3.84814 -5.14368 -2.46683
Cl 4.41511 -3.48240 -2.19674
Cl 3.87510 -6.06294 -0.95854
Cl 2.22276 -5.13589 -3.16247
H 4.51821 -5.62572 -3.17179
C 2.75223 -0.20852 7.08134
Cl 1.81047 0.32553 8.47811
Cl 4.37105 -0.71390 7.57911
Cl 1.92270 -1.52072 6.23623
H 2.85138 0.62848 6.39686
C -7.53997 -0.57524 -4.43372
Cl -8.58468 0.14241 -5.66568
Cl -6.83586 -2.08840 -5.02042
Cl -6.26947 0.55522 -3.95720
H -8.14527 -0.79702 -3.56089

=====

Calculated values (hartree) of E_tot for the records, taken in order: -827.4335 -6404.6144 -8086.2036.